<w>
The following is a DFT calculation (ωB97M-V with the def2-TZVPD basis set) of a single C3H7N3 molecule.

Summary:
Multiplicity: 1
HOMO level, eV: -8.6
Net charge: 0
HOMO-LUMO gap, eV: 9.7
Lowest unoccupied orbital energy, eV: 1.0452

Structure (XYZ):
```
13
C3H7N3 | the OMol25 dataset | ωB97M-V with the def2-TZVPD basis set
C 0.80489 -1.06794 0.13603
N 1.52448 -0.04789 0.03274
C 0.78182 1.15650 -0.21285
C -0.76154 1.09700 0.27128
N -1.42566 -0.03663 -0.27880
N -0.59794 -1.24365 0.04178
H 1.38873 -2.00924 0.27483
H 0.82029 1.27508 -1.30643
H 1.23666 2.10784 0.24466
H -1.30318 2.04908 0.00188
H -0.58779 1.02457 1.36095
H -2.23285 -0.22830 0.29548
H -0.77906 -2.03516 -0.60818
```

***

<x>
The following is a DFT calculation (ωB97M-V with the def2-TZVPD basis set) of a molecular structure, C3H7N3.

Summary:
Multiplicity: 1
HOMO level (alpha / beta), eV: -7.1 / -7.1
Net charge: 0
HOMO-LUMO gap (alpha / beta), eV: 7.9 / 7.9
Lowest unoccupied orbital energy (alpha / beta), eV: 0.7774 / 0.7770

Structure (XYZ):
```
13
C3H7N3 | the OMol25 dataset | ωB97M-V with the def2-TZVPD basis set
C 1.84227 -0.32845 -0.33234
C -1.00309 1.17485 0.03347
N -1.77006 -1.22144 -0.00041
C 0.71321 0.16720 0.51524
N -0.56055 -0.00135 0.00446
N -1.70756 2.15743 0.14619
H -1.34946 -1.88829 -0.64815
H -1.65662 -1.62516 0.93132
H -1.74500 2.86294 -0.58115
H 0.80637 0.09078 1.59504
H 2.79719 0.00887 0.07229
H 1.75452 0.02901 -1.36122
H 1.87879 -1.42639 -0.37476
```

***

<y>
The following is a DFT calculation (ωB97M-V with the def2-TZVPD basis set) of a single C3H7N3 molecule.

Summary:
Multiplicity: 1
HOMO level, eV: -8.8
Net charge: 0
HOMO-LUMO gap, eV: 9.8
Lowest unoccupied orbital energy, eV: 1.0250

Structure (XYZ):
```
13
C3H7N3 | the OMol25 dataset | ωB97M-V with the def2-TZVPD basis set
H -2.67361 0.97514 0.16471
N -1.75361 0.72121 0.34697
C -1.55997 -0.49269 -0.16959
N -0.23178 -1.02762 0.14337
N 0.77615 -0.18412 0.87546
C 1.93845 -0.17161 -0.21162
C 0.80849 0.86239 -0.17840
H -2.50989 -1.01871 -0.74270
H -0.22150 -1.95760 0.65582
H 1.92558 -0.77981 -0.93289
H 2.73484 0.33687 0.50456
H -0.24349 0.89700 -0.73229
H 1.01032 1.83955 0.27661
```

***

<w> is preferred energetically. Next in line: 3.088 eV higher.